Computed, not measured: a 2-piece molecular cluster, C2H5NOS overall, with ωB97M-V with the def2-TZVPD basis set.

Last column: natural (NBO) charge in e.
Geometry (Å):
C1 1.653 -1.356 -1.781  -0.06
N1 0.855 -1.195 -2.588  0.22
O1 -0.130 -0.973 -3.207  -0.40
H1 2.263 -1.876 -1.151  0.24
C2 -0.865 1.340 1.526  -0.77
S1 0.032 -0.129 2.004  -0.02
H2 -0.305 2.339 1.562  0.23
H3 -1.806 1.419 2.134  0.22
H4 -1.054 1.197 0.407  0.23
H5 -0.645 -0.765 1.094  0.11

Computed properties:
- SMILES: C#[N+][O-].CS
- 2S+1: 1
- Orbital gap: 9.912 eV
- Highest occupied orbital energy: -0.33709 hartree

***

Computed, not measured: C2H5NOS in the gas phase, with ωB97M-V with the def2-TZVPD basis set.

Last column: natural (NBO) charge in e.
Geometry (Å):
C1 -0.821 -0.327 -0.220  -0.21
C2 1.518 0.111 0.211  -0.42
N1 0.247 0.435 -0.373  -0.57
O1 -3.267 -0.757 0.083  -0.97
S1 -2.325 0.374 -0.161  0.93
H1 -0.583 -1.338 0.109  0.22
H2 2.275 0.905 -0.230  0.23
H3 1.446 0.114 1.367  0.20
H4 1.588 -0.952 -0.213  0.22
H5 -0.077 1.433 -0.573  0.38

Computed properties:
- 2S+1: 1
- Orbital gap: 8.089 eV
- Highest occupied orbital energy: -0.28189 hartree

***

Computed, not measured: C2H5NOS2 as an isolated structure, with ωB97M-V with the def2-TZVPD basis set.

Last column: natural (NBO) charge in e.
Geometry (Å):
C1 1.503 2.020 -0.015  -0.31
C2 0.392 -0.268 0.290  0.41
H1 1.958 2.669 1.246  0.24
H2 0.858 3.021 -0.796  0.23
H3 2.117 1.174 -0.550  0.25
H4 -0.934 -1.762 0.669  0.42
H5 -2.027 1.308 -1.027  0.19
N1 -0.805 -0.809 0.539  -0.68
O1 0.347 1.031 0.170  -0.56
S1 1.636 -1.257 -0.231  -0.25
S2 -2.290 0.038 -0.164  0.07

Computed properties:
- 2S+1: 1
- Orbital gap: 8.096 eV
- Highest occupied orbital energy: -0.31030 hartree

***

Computed, not measured: C2H5NS as an isolated structure, with ωB97M-V with the def2-TZVPD basis set.

Last column: natural (NBO) charge in e.
Geometry (Å):
C1 -0.097 0.922 -0.119  -0.25
C2 0.252 -0.300 -0.887  -0.28
N1 0.456 -0.731 0.487  -0.57
S1 -0.663 -1.696 1.295  0.16
H1 0.594 1.743 0.219  0.23
H2 -1.106 0.923 0.014  0.19
H3 -0.533 -0.636 -1.662  0.21
H4 1.323 -0.211 -1.251  0.21
H5 0.234 -2.132 2.196  0.12

Computed properties:
- 2S+1: 1
- Orbital gap: 9.113 eV
- Highest occupied orbital energy: -0.30141 hartree

***

Computed, not measured: C2H5NS in the gas phase, with ωB97M-V with the def2-TZVPD basis set.

Last column: natural (NBO) charge in e.
Geometry (Å):
H1 2.649 0.746 1.442  0.34
N1 1.570 0.857 1.707  -0.64
C1 0.841 0.350 0.689  -0.12
S1 -0.859 0.325 0.716  0.28
C2 -1.307 -0.441 -0.911  -0.72
H2 1.271 -0.195 -0.207  0.17
H3 -2.224 -0.928 -0.659  0.23
H4 -0.417 -1.082 -1.048  0.23
H5 -1.525 0.368 -1.730  0.23

Computed properties:
- SMILES: [H]/N=C/SC
- 2S+1: 1
- Orbital gap: 9.779 eV
- Highest occupied orbital energy: -0.32748 hartree

***

Computed, not measured: C2H5NS as an isolated structure, with ωB97M-V with the def2-TZVPD basis set.

Last column: natural (NBO) charge in e.
Geometry (Å):
C1 0.539 -0.324 -0.230  -0.31
C2 0.313 1.102 0.159  -0.21
N1 -0.648 -0.864 0.391  -0.74
S1 -1.909 0.314 -0.255  0.05
H1 0.447 -0.586 -1.340  0.20
H2 1.434 -0.726 0.426  0.20
H3 0.097 1.125 1.254  0.24
H4 0.699 1.797 -0.480  0.20
H5 -0.973 -1.838 0.075  0.37

Computed properties:
- 2S+1: 1
- Orbital gap (spin up / spin down): 7.372 / 7.371 eV
- Highest occupied orbital energy (spin up / spin down): -0.29756 / -0.29755 hartree

***

Computed, not measured: C2H5NS2 in the gas phase, with ωB97M-V with the def2-TZVPD basis set.

Last column: natural (NBO) charge in e.
Geometry (Å):
S1 2.853 -0.328 -0.006  -0.04
C1 1.048 -0.113 0.342  0.05
N1 0.439 0.799 -0.207  -0.43
C2 -0.967 0.876 0.013  -0.40
S2 -1.910 -0.628 0.119  -0.03
H1 2.584 -1.674 0.019  0.12
H2 0.807 -0.998 0.778  0.17
H3 -1.350 1.457 0.884  0.23
H4 -1.524 1.401 -0.806  0.22
H5 -1.980 -0.791 -1.136  0.11

Computed properties:
- SMILES: S/C=N/CS
- 2S+1: 1
- Orbital gap: 10.158 eV
- Highest occupied orbital energy: -0.34829 hartree

***

Computed, not measured: C2H5NS2 in the gas phase, with ωB97M-V with the def2-TZVPD basis set.

Last column: natural (NBO) charge in e.
Geometry (Å):
C1 -0.598 0.503 -1.506  -0.76
S1 0.299 1.651 -0.563  0.30
C2 0.437 0.692 0.898  -0.08
N1 -0.026 -0.489 0.896  -0.59
S2 0.474 -1.555 2.219  0.13
H1 -1.531 0.298 -1.038  0.24
H2 -0.047 -0.368 -1.658  0.23
H3 -0.723 0.965 -2.463  0.23
H4 1.139 0.984 1.668  0.19
H5 0.577 -2.680 1.548  0.11

Computed properties:
- SMILES: CS/C=N/S
- 2S+1: 1
- Orbital gap: 9.308 eV
- Highest occupied orbital energy: -0.31538 hartree

***

Calculated total energy list, top to bottom, in eV: -16524.051; -16525.512; -27357.548; -14477.021; -14479.031; -14476.748; -25314.018; -25314.395
Energy relative to the best compared isomer or geometry (same formula, charge and spin) list, top to bottom, in kcal per mole: 99.9; 66.2; 127.0; 76.5; 30.1; 82.8; 41.7; 33.0